1.
19
Properties=species:S:1:pos:R:3:forces:R:3 method="wB97M-V/def2-TZVPD" s2=0.783 charge=+1 spin_multiplicity=2 de_lowest_kcal_mol=18.1 energy_ha=-455.4187 orbital_gap_ev="10.39 / 5.84"
N 1.1048 -0.4663 1.4177 -5.36 0.68 -4.86
C 0.3760 -0.9930 0.4044 -0.44 -2.18 0.60
N -0.7076 -0.4720 -0.1837 1.74 3.17 2.69
H 0.8125 0.3057 1.9642 -0.40 2.40 0.72
H 1.7157 -1.0572 1.7668 4.17 -3.43 2.27
H 0.4711 -2.0693 0.0874 1.41 1.03 0.46
H -1.1014 -1.0932 -0.8183 -0.93 -2.03 -1.69
H 1.5512 0.7717 -2.8179 -0.11 0.16 0.16
H 0.7662 0.3220 -1.5035 0.81 0.27 -1.71
O 1.1869 0.0137 -2.3488 -0.66 -0.21 1.29
H -0.3499 2.3641 1.7069 0.74 -0.01 0.80
H 0.3028 2.8449 3.0251 0.26 -0.39 -0.29
O 0.4637 2.2423 2.2781 -0.87 0.03 -0.39
H -1.5400 1.0158 0.7318 0.01 0.26 -0.39
H -2.7612 1.7669 1.1662 0.07 0.52 0.09
O -1.8381 1.9186 0.9191 -0.47 -0.55 0.02
H -0.5902 -3.1103 -2.8663 0.37 0.48 0.53
H 0.2944 -1.7614 -2.7336 -1.19 -2.29 1.45
O -0.1567 -2.5431 -2.1955 0.83 2.08 -1.76



2.
10
Properties=species:S:1:pos:R:3:forces:R:3 method="wB97M-V/def2-TZVPD" charge=0 de_lowest_kcal_mol=101.1 energy_ha=-230.1195 orbital_gap_ev=8.11
O 1.7420 -0.9682 -0.3460 0.04 -0.22 -0.24
C 0.8609 0.0830 -0.2232 0.08 0.14 -0.04
C -1.3022 0.9689 0.4168 -0.46 -0.17 0.09
O -0.4831 -0.4393 -0.0121 0.23 0.21 0.18
H 1.5642 -1.4127 -1.1845 0.17 -0.03 0.05
H 1.1433 0.6979 0.6310 -0.08 -0.18 -0.08
H 0.7442 0.7100 -1.1103 0.09 -0.14 0.12
H -1.6733 0.6087 1.3931 -0.06 0.13 -0.10
H -2.1427 0.8348 -0.2811 0.00 0.01 0.14
H -0.4533 -1.0831 0.7163 -0.01 0.25 -0.13



3.
69
Properties=species:S:1:pos:R:3:forces:R:3 method="wB97M-V/def2-TZVPD" charge=0 energy_ha=-2151.1764 orbital_gap_ev=5.62
O -1.8160 -2.4331 -0.4233 0.67 -0.86 1.38
O -3.1266 -1.5408 -2.0908 -0.62 0.49 -1.36
C -0.4363 -2.8716 -0.6639 -0.33 -0.10 -0.22
C 0.4998 -2.3891 0.4118 0.06 -0.12 0.27
H -0.1766 -2.4836 -1.6573 -0.14 0.03 0.32
H -0.4516 -3.9679 -0.7135 -0.01 0.16 -0.09
H 0.2241 -1.4020 0.7991 0.13 -0.07 -0.19
H 1.5149 -2.3507 0.0126 -0.05 0.11 0.08
H 0.5001 -3.1045 1.2392 0.08 0.23 0.04
C -2.4499 -2.8316 0.8613 0.56 0.69 -0.08
C -3.7665 -3.4890 0.5818 -0.24 -0.47 -0.18
H -2.5498 -1.9096 1.4496 0.09 -0.27 -0.14
H -1.7453 -3.4940 1.3794 -0.23 0.14 -0.23
H -4.4203 -2.8800 -0.0527 0.22 -0.14 0.16
H -4.2954 -3.6745 1.5191 0.08 0.05 -0.02
H -3.5988 -4.4568 0.0977 -0.16 0.11 -0.02
C -3.3813 -0.1416 -1.7891 -0.08 0.58 -0.38
C -2.6156 -1.7817 -3.4365 0.14 0.06 0.12
C -3.9902 -0.0490 -0.4244 0.00 0.29 0.69
H -4.0653 0.2161 -2.5719 0.13 -0.19 0.20
H -2.4436 0.4335 -1.8684 -0.19 -0.22 0.10
H -4.7562 -0.8113 -0.2419 0.13 0.16 -0.22
H -4.4742 0.9248 -0.3062 0.12 -0.08 -0.05
H -3.2256 -0.1053 0.3588 -0.21 -0.01 -0.15
C -3.2420 -3.0500 -3.9313 -0.28 -0.40 -0.12
H -1.5198 -1.8557 -3.3751 -0.29 0.16 -0.09
H -2.8901 -0.9200 -4.0559 0.12 -0.17 0.21
H -2.9691 -3.9004 -3.2988 -0.02 0.10 -0.07
H -2.9115 -3.2653 -4.9456 0.08 -0.01 -0.04
H -4.3349 -2.9705 -3.9462 0.21 0.04 0.04
H -2.5041 -2.0592 -1.2863 0.26 0.13 0.19
Ba 1.0695 2.7014 1.6426 1.92 0.64 1.42
C -0.1930 2.2864 -0.3668 -1.52 -0.70 -2.31
Si 0.9062 2.1830 -1.8504 -0.60 -0.41 0.84
H -0.9659 3.0780 -0.4670 0.29 -0.04 -0.02
H -0.7787 1.3595 -0.1879 0.27 0.12 -0.03
C 1.5571 0.4280 -2.1079 0.27 -0.17 -0.08
C 2.3858 3.3179 -1.5134 0.34 0.28 -0.38
C 0.0399 2.6315 -3.4640 0.06 0.46 -0.42
C 3.1116 0.6415 1.3467 -0.26 0.31 0.18
Si 3.9903 1.3192 2.8192 -0.96 -0.85 -1.58
H 3.7230 0.4704 0.4458 -0.01 0.20 0.23
H 2.4829 -0.2548 1.5022 0.22 0.21 0.19
C 4.6002 3.0644 2.4118 0.37 0.30 0.08
C 5.4403 0.2978 3.4044 0.59 -0.13 0.47
C 2.7643 1.5059 4.2476 -0.14 -0.09 0.48
H 0.7299 3.0538 -4.2108 -0.17 -0.11 0.07
H -0.7595 3.3684 -3.2920 0.23 -0.17 -0.05
H -0.4218 1.7420 -3.9157 0.07 0.10 0.14
H 2.2052 0.1064 -1.2801 -0.20 0.12 -0.13
H 2.1335 0.3486 -3.0438 -0.13 0.01 0.20
H 0.7153 -0.2787 -2.1785 0.09 0.14 0.00
H 3.1074 2.8953 -0.7876 -0.40 0.01 -0.22
H 2.0647 4.3137 -1.1540 0.09 -0.27 -0.15
H 2.9456 3.4820 -2.4495 -0.05 0.07 0.30
H 5.5156 -0.6312 2.8229 -0.06 0.28 0.16
H 5.3180 0.0343 4.4647 0.22 -0.02 -0.17
H 6.3817 0.8537 3.2914 -0.07 -0.22 0.11
H 1.7392 1.1395 4.0424 0.57 0.15 0.15
H 2.7259 2.5453 4.6178 -0.09 -0.33 -0.01
H 3.1694 0.8858 5.0622 -0.31 0.22 -0.01
H 5.6944 3.0622 2.5306 -0.24 0.28 -0.09
H 4.1923 3.8117 3.1122 0.17 -0.09 -0.23
H 4.3791 3.3755 1.3780 0.06 -0.10 0.27
O -1.4246 1.0179 4.5538 -0.20 -0.06 -0.70
Cl -1.3436 1.0830 3.1250 1.17 0.21 -0.47
O -2.3884 0.3346 2.4719 0.16 0.23 0.37
O -1.3768 2.4970 2.6728 -0.37 -1.18 0.64
O -0.0185 0.5438 2.6720 -1.61 0.19 0.58



4.
49
Properties=species:S:1:pos:R:3:forces:R:3 method="wB97M-V/def2-TZVPD" s2=0.760 charge=+2 spin_multiplicity=2 energy_ha=-5300.9097 orbital_gap_ev="7.23 / 7.11"
Co 1.9941 0.4744 -0.4093 -0.32 -0.22 -0.29
C 1.0079 4.2664 -2.1559 -0.14 -0.01 -0.05
C 1.7638 3.2161 -1.6434 0.00 0.00 -0.06
N 1.1950 2.0504 -1.3548 0.26 0.07 0.34
C -0.1250 1.9138 -1.5902 -0.09 -0.21 0.04
C -0.8548 2.9724 -2.0971 -0.02 0.12 -0.07
N -0.2937 4.1468 -2.3722 0.05 -0.07 0.03
C -0.6595 0.5716 -1.2666 -0.01 0.18 -0.05
C -1.9204 0.0886 -1.5370 -0.10 0.02 -0.02
C -2.2482 -1.2369 -1.2177 -0.03 0.00 0.03
C -1.2360 -2.0259 -0.6526 -0.07 -0.08 0.02
C 0.0056 -1.4831 -0.4075 0.09 -0.14 0.09
N 0.2601 -0.2041 -0.6897 0.33 0.01 -0.22
C 1.2003 -2.1797 0.1213 -0.19 0.10 -0.10
C 1.2329 -3.4761 0.5990 0.06 -0.13 0.04
N 2.3546 -4.0334 1.0473 -0.01 0.08 -0.03
C 3.4578 -3.3010 1.0071 -0.10 -0.10 -0.01
C 3.4501 -1.9924 0.5335 0.01 -0.04 -0.04
N 2.3235 -1.4350 0.1022 0.19 0.31 0.24
C -3.6041 -1.7848 -1.4791 0.15 0.05 0.02
C -3.9267 -3.1010 -1.1659 -0.03 -0.10 0.02
C -5.2066 -3.5674 -1.4305 -0.07 0.06 -0.03
N -6.1636 -2.8190 -1.9727 0.17 0.07 0.03
C -5.8564 -1.5588 -2.2691 -0.02 -0.09 0.03
C -4.6059 -1.0015 -2.0424 -0.08 0.05 -0.05
H 1.4685 5.2181 -2.3882 0.01 -0.01 0.00
H 2.8263 3.3157 -1.4750 -0.01 0.02 0.04
H -1.9179 2.8817 -2.2829 0.01 0.02 0.00
H -2.6395 0.7350 -2.0151 -0.01 -0.01 0.02
H -1.4092 -3.0660 -0.4254 -0.02 0.02 0.01
H 0.3374 -4.0843 0.6295 0.01 -0.01 0.01
H 4.3737 -3.7557 1.3624 0.00 0.01 -0.01
H 4.3534 -1.4008 0.4961 -0.01 0.01 0.04
H -3.2176 -3.7832 -0.7199 -0.03 -0.02 -0.01
H -5.4728 -4.5903 -1.1939 0.00 0.00 0.00
H -6.6464 -0.9622 -2.7086 0.00 0.00 0.00
H -4.4522 0.0330 -2.3130 -0.03 -0.01 -0.01
O 3.0828 3.1048 5.0419 -0.13 -0.02 0.06
C 2.6623 2.5067 3.9363 0.03 0.05 0.08
C 1.3702 2.0089 3.7460 -0.04 -0.01 0.01
C 1.0588 1.4072 2.5473 0.00 0.01 0.03
N 1.9454 1.2775 1.5503 -0.01 0.02 0.05
C 3.1591 1.7628 1.7710 -0.02 -0.01 0.00
Br 4.2826 1.4896 0.2469 0.00 -0.04 -0.10
C 3.6006 2.3791 2.9034 0.12 0.05 0.03
H 2.3936 3.1650 5.7205 0.08 -0.01 -0.08
H 0.6218 2.0913 4.5232 0.00 -0.01 -0.02
H 0.0679 1.0103 2.3657 0.01 0.00 0.00
H 4.6067 2.7554 3.0247 -0.02 -0.01 -0.02



5.
58
Properties=species:S:1:pos:R:3:forces:R:3 method="wB97M-V/def2-TZVPD" charge=0 de_lowest_kcal_mol=9.4 energy_ha=-2311.1134 orbital_gap_ev=4.11
C -1.7430 4.0973 2.4395 0.14 0.08 0.08
N -1.0209 3.4800 3.5205 0.25 -0.11 -0.43
C 0.2608 3.9827 3.9938 0.04 -1.23 -0.15
H 1.1235 3.5816 3.2309 -1.80 0.75 1.82
C 0.2874 5.4940 4.1152 0.39 0.33 -0.34
C -0.6258 6.1393 4.9690 0.10 -0.08 -0.11
C -0.5984 7.5198 5.1030 0.22 -0.31 -0.26
C 0.3257 8.2863 4.3815 -0.18 -0.19 0.14
C 0.3249 9.7758 4.5469 0.06 0.33 -0.01
C 1.2148 7.6416 3.5314 0.29 0.04 -0.25
C 1.2101 6.2554 3.3892 -0.71 -0.25 0.62
N 0.3552 3.3230 5.2939 0.62 -0.17 -0.49
C 1.1951 3.8164 6.3601 0.11 0.10 -0.11
C -0.7184 2.4898 5.5185 -1.00 0.44 0.24
C -1.5936 2.6100 4.4172 -0.50 0.37 0.95
C -2.9186 2.1811 4.4990 0.58 -0.12 -0.20
C -3.3340 1.5764 5.6878 0.32 -0.30 0.54
C -2.4462 1.4164 6.7717 -0.58 -0.13 -0.42
C -1.1341 1.8876 6.7062 0.41 -0.04 -0.53
H -2.5778 3.4443 2.1594 0.31 0.23 -0.11
H -2.1418 5.0808 2.7365 0.02 -0.17 -0.15
H -1.0595 4.2351 1.5932 -0.39 0.04 0.04
H -1.3605 5.5628 5.5408 0.30 0.05 -0.24
H -1.2940 8.0163 5.7723 0.02 -0.06 -0.05
H 1.0913 10.2432 3.9260 -0.06 -0.01 0.05
H -0.6435 10.2071 4.2730 0.10 -0.09 -0.02
H 0.5099 10.0628 5.5872 0.03 -0.08 -0.11
H 1.9383 8.2287 2.9649 -0.17 -0.07 0.14
H 1.9106 5.7463 2.7326 -0.05 0.40 0.13
H 1.1332 3.1114 7.1964 0.24 0.24 -0.25
H 2.2219 3.8935 5.9870 -0.24 0.01 0.43
H 0.8522 4.8056 6.7055 0.15 -0.23 0.02
H -3.5819 2.3416 3.6492 -0.03 -0.08 0.39
H -4.3635 1.2307 5.7881 0.30 0.07 -0.05
H -2.8015 0.9284 7.6809 0.11 0.17 -0.27
H -0.4305 1.8089 7.5357 -0.43 -0.01 -0.08
O 4.5950 1.4376 4.4817 0.17 0.77 -0.40
S 4.3211 2.6513 3.7588 -1.31 0.36 0.30
O 3.6227 3.7798 4.3553 1.00 -0.91 -0.61
C 5.9830 3.3372 3.1737 0.44 0.21 -0.18
F 6.6307 3.8291 4.2430 -0.52 -0.41 -0.83
F 6.7323 2.3729 2.5992 -0.69 0.78 0.44
F 5.7755 4.3306 2.2799 0.14 -0.83 0.69
C 3.4116 2.2377 2.2750 -1.23 0.98 0.01
C 2.2774 3.0269 1.8768 2.91 0.35 -1.15
C 1.7451 2.6453 0.6132 -0.78 0.97 -0.12
N 0.9025 3.3936 -0.1934 0.72 -0.90 0.16
O 0.3376 4.4675 -0.0499 0.47 -1.05 -0.18
O 0.7970 2.6819 -1.4070 0.10 0.26 0.92
N 1.6082 1.5552 -1.4081 0.60 0.67 2.29
C 2.1940 1.5617 -0.1728 -0.13 -0.51 -2.59
C 3.3478 0.8151 0.2649 0.09 0.87 1.65
N 4.0814 -0.1078 -0.5792 1.76 -1.82 -1.16
O 3.6253 -0.5218 -1.6635 0.23 1.30 2.35
O 5.2162 -0.4451 -0.1556 -2.11 0.65 -0.66
C 3.9072 1.1654 1.5145 -0.84 -1.00 -1.68
H 2.2259 4.0917 2.1407 0.10 -0.94 -0.10
H 4.7569 0.5835 1.8669 -0.07 0.26 -0.14



6.
9
Properties=species:S:1:pos:R:3:forces:R:3 method="wB97M-V/def2-TZVPD" charge=+1 de_lowest_kcal_mol=26.9 energy_ha=-1944.0360 orbital_gap_ev=7.30
O 1.7299 -2.7650 1.2302 0.33 -0.40 -1.63
C 1.8138 -1.6436 1.0784 -0.53 3.45 4.52
C 2.1312 -0.1045 -0.0981 3.12 4.02 0.05
C 2.0686 -0.1286 1.2677 -3.98 -7.12 -1.43
H 1.4258 0.4273 1.9578 1.63 0.40 0.67
H 2.9069 0.8185 0.2158 -1.61 0.03 -3.00
O -1.5890 1.1282 -1.0453 0.47 -0.17 -0.25
C -2.5265 1.4987 -0.5332 -0.16 0.06 0.07
Cu 0.5454 0.3483 -1.9316 0.72 -0.27 1.00



Number 1: F_max 7.26 eV Å⁻¹. Number 2: F_max 0.50 eV Å⁻¹. Number 3: F_max 2.85 eV Å⁻¹. Number 4: F_max 0.49 eV Å⁻¹. Number 5: F_max 3.15 eV Å⁻¹. Number 6: F_max 8.28 eV Å⁻¹.